47
Properties=species:S:1:pos:R:3:mulliken_charge:R:1 method="wB97M-V/def2-TZVPD" s_squared=0.754 total_charge=+2 lumo_energy_ev="-5.358 / -7.091" spin_multiplicity=2
Br -2.34 1.77 1.04 -0.447
Cu -0.21 0.71 0.33 0.181
N 1.51 0.11 -0.96 0.867
N 1.20 -2.29 1.29 -0.566
N -0.30 0.06 5.30 -0.105
N 0.06 -0.01 2.43 0.757
N 0.52 2.63 -0.02 -0.394
N -1.14 -0.58 -0.98 -0.382
C -0.59 -0.22 -2.29 -0.420
C 1.74 -2.27 -0.08 -1.024
C 0.68 1.01 3.26 -0.695
C 2.27 1.36 -1.10 -0.961
C 1.34 2.56 -1.23 -0.632
C 0.97 0.53 4.69 -0.919
C -0.83 -1.08 4.50 -0.786
C -1.12 -0.56 3.09 -0.978
C 0.94 -0.31 -2.26 -1.118
C 2.40 -0.93 -0.42 -0.836
H 1.33 0.30 -3.07 0.311
H 2.94 1.31 -1.96 0.426
H 1.39 1.35 5.29 0.456
H 2.48 -3.06 -0.22 0.310
H -1.53 -1.36 2.49 0.342
H 0.69 -0.78 2.16 0.268
H -1.02 -1.57 -0.79 0.174
H -0.98 -0.87 -3.08 0.430
H 0.92 -2.48 -0.77 0.366
H -1.88 0.22 3.16 0.407
H 0.45 -2.98 1.34 0.243
H 2.87 -0.55 0.49 0.459
H 1.06 3.00 0.76 0.210
H 1.92 -2.61 1.92 0.260
H -0.90 0.80 -2.51 0.329
H -2.14 -0.39 -0.96 0.368
H -1.75 -1.45 4.96 0.448
H 2.88 1.50 -0.20 0.416
H -0.17 -0.20 6.29 0.364
H 1.62 1.32 2.81 0.363
H -0.28 3.25 -0.14 0.355
H 3.20 -1.12 -1.15 0.513
H 1.68 -0.30 4.70 0.341
H 1.24 -1.34 -2.47 0.441
H -0.99 0.82 5.28 0.391
H -0.09 -1.88 4.50 0.318
H 1.94 3.47 -1.37 0.465
H 0.68 2.45 -2.09 0.312
H 0.01 1.87 3.30 0.373

42
Properties=species:S:1:pos:R:3:mulliken_charge:R:1 method="wB97M-V/def2-TZVPD" total_charge=-1 lumo_energy_ev="2.758 / 2.718"
Ca -0.95 0.81 -2.53 -1.827
P -0.18 -0.42 0.12 1.657
N 0.88 -0.58 -3.26 -0.531
C 2.37 0.72 0.55 -1.993
C 1.43 -2.70 0.06 -1.912
C -2.16 -0.51 2.23 -1.560
C 0.62 1.34 2.29 -1.931
C -1.10 1.97 -4.37 -0.662
C 0.38 -1.99 0.91 0.438
C -2.52 1.23 0.37 -0.824
C 0.84 -1.93 2.37 -1.796
C 0.87 0.97 0.84 1.557
C -1.92 -0.16 0.75 -0.104
H 0.85 0.51 2.95 0.311
H 0.90 -0.69 -4.30 0.184
H 2.76 -0.10 1.15 0.119
H 1.10 -2.88 -0.96 0.405
H 1.73 -0.16 -3.01 0.337
H -0.09 2.14 -4.83 0.191
H 0.16 2.14 -1.57 0.071
H 2.93 1.63 0.82 0.565
H 1.78 -1.39 2.48 0.240
H -1.60 2.95 -4.14 0.309
H -3.23 -0.39 2.45 0.603
H 0.37 2.34 -2.27 0.055
H 0.85 -1.51 -2.87 0.334
H -2.47 -0.93 0.17 0.446
H -1.83 2.06 0.60 0.133
H 1.30 2.14 2.58 0.548
H -0.53 -2.61 0.88 0.663
H -1.61 0.15 2.91 0.103
H 1.66 -3.68 0.50 0.593
H -1.73 0.94 -4.61 0.078
H -2.84 1.30 -0.69 -0.283
H 2.38 -2.14 0.02 0.085
H 0.11 -1.51 3.05 0.198
H -0.38 1.67 2.49 0.274
H 0.58 1.86 0.21 0.020
H -3.43 1.38 0.97 0.685
H 2.58 0.51 -0.51 0.277
H -1.90 -1.54 2.46 0.353
H 1.03 -2.95 2.72 0.593

| no. | largest force on an atom (eV/A) |
| --- | --- |
| 1 | 0.968 |
| 2 | 3.410 |